{"formula": "C47H62CsGe2N6O4S2Sb", "method": "ωB97M-V/def2-TZVPD", "species": ["Cs", "C", "C", "C", "C", "C", "C", "N", "N", "C", "C", "C", "C", "C", "N", "H", "H", "H", "H", "H", "H", "H", "H", "H", "O", "H", "H", "O", "H", "H", "O", "N", "C", "Ge", "C", "C", "Ge", "C", "C", "C", "C", "C", "C", "C", "C", "C", "C", "C", "C", "H", "H", "H", "H", "H", "H", "H", "H", "H", "H", "H", "H", "H", "H", "H", "H", "H", "H", "H", "C", "C", "C", "N", "C", "S", "N", "C", "O", "C", "C", "C", "C", "C", "C", "H", "H", "H", "H", "H", "H", "H", "H", "H", "H", "H", "H", "H", "H", "C", "Sb", "C", "C", "H", "H", "H", "H", "H", "H", "H", "H", "H", "S", "C", "C", "C", "C", "C", "C", "C", "H", "H", "H", "H", "H", "H", "H"], "coordinates": [[1.018693, 0.657381, -2.196030], [0.856769, -6.335014, -3.805144], [1.373800, -5.702059, -2.703696], [1.536733, -4.306274, -2.651925], [1.371668, -3.556370, -3.851000], [1.055372, -4.284552, -5.039037], [0.838403, -5.659861, -5.086592], [1.714766, -2.155972, -4.019234], [1.894995, -1.831210, -5.251602], [2.462056, -0.652333, -5.547043], [2.980923, -0.530408, -6.915242], [3.644297, 0.623867, -7.371737], [3.818682, 1.641321, -6.390340], [3.454133, 1.380193, -5.062776], [2.684092, 0.352814, -4.669031], [0.457693, -7.362647, -3.734117], [1.433682, -6.219797, -1.782581], [1.712809, -3.831266, -1.654659], [0.834766, -3.664284, -5.937928], [0.810783, -6.154651, -6.041558], [2.877547, -1.437390, -7.504789], [3.902191, 0.867951, -8.360525], [4.294852, 2.632351, -6.498299], [3.505753, 2.175059, -4.309665], [-0.276370, 3.256931, -2.450755], [-0.223020, 3.989364, -1.751231], [-1.226151, 3.323312, -2.727516], [2.214102, 1.773669, 2.310449], [1.866171, 1.860659, 3.210628], [1.720857, 0.983001, 1.912556], [-1.918951, -1.210165, -2.461792], [-2.255417, -1.403162, -3.654878], [-1.343091, -4.568715, 1.102117], [-1.669881, -3.078751, 2.327364], [-2.868723, -1.793223, 1.346844], [-2.584908, -3.594738, 4.024558], [0.336042, -1.884667, 2.878544], [-0.073433, -0.462297, 4.226041], [0.949600, -0.032618, 5.005440], [0.626194, 0.644871, 6.210418], [-0.705103, 0.818107, 6.601148], [-1.683546, 0.537687, 5.708804], [-1.359097, -0.070787, 4.453502], [1.746742, -3.065643, 3.487372], [2.186748, -4.029815, 2.561147], [2.871730, -5.160057, 2.997530], [3.333112, -5.216869, 4.321382], [3.059445, -4.184071, 5.232740], [2.295200, -3.139086, 4.789882], [-2.153030, -4.604418, 0.384011], [-1.311293, -5.542628, 1.680279], [-0.399882, -4.305186, 0.633545], [-3.079724, -0.817435, 1.833068], [-3.821710, -2.205390, 1.154752], [-2.385757, -1.571484, 0.340757], [-3.635765, -3.342920, 4.029456], [-2.100184, -3.001622, 4.791115], [-2.444114, -4.659799, 4.227377], [1.982287, -0.351011, 4.889425], [1.360682, 1.106609, 6.847059], [-0.960718, 1.359903, 7.544980], [-2.725016, 0.624555, 5.981620], [-2.154370, -0.341217, 3.770102], [2.133698, -3.899382, 1.486930], [3.078781, -5.920641, 2.196633], [3.951253, -6.055059, 4.639795], [3.391963, -4.285699, 6.253805], [2.030617, -2.378383, 5.528637], [4.727900, 5.503763, -0.579659], [3.472367, 5.094788, -1.381317], [2.738888, 3.851424, -0.913592], [2.146716, 3.995653, 0.430895], [1.086648, 4.783255, 0.568583], [0.408496, 5.817843, -0.612471], [0.303695, 4.559819, 1.682003], [0.585428, 4.268894, 3.059562], [-0.286568, 3.754856, 3.732519], [1.993628, 4.410267, 3.527291], [2.176887, 3.826485, 4.776035], [3.460208, 3.761069, 5.366667], [4.450575, 4.622759, 4.918703], [4.197809, 5.443226, 3.831192], [3.007574, 5.339794, 3.121789], [5.278112, 6.245991, -1.196853], [5.387519, 4.661280, -0.306426], [4.468235, 5.935703, 0.378617], [3.729685, 4.879638, -2.411995], [2.841262, 5.986708, -1.466110], [3.446870, 3.058066, -0.978229], [1.938925, 3.685464, -1.650364], [2.196589, 3.202791, 1.150875], [-0.628571, 4.871901, 1.501064], [1.324200, 3.405607, 5.260288], [3.556994, 3.060611, 6.149934], [5.472947, 4.643371, 5.266066], [4.865201, 6.225340, 3.537592], [2.897514, 5.886395, 2.178905], [-5.972841, 2.959637, 2.769605], [-4.990904, 3.637126, 0.896070], [-6.217484, 2.582226, -0.577871], [-5.875179, 5.593993, 0.411256], [-6.633692, 2.109542, 2.523576], [-6.473231, 3.829398, 3.190994], [-5.330129, 2.548084, 3.594829], [-5.958588, 1.500081, -0.676049], [-6.052792, 3.041292, -1.515804], [-7.239580, 2.780809, -0.231308], [-6.079024, 5.564144, -0.662367], [-5.218299, 6.412267, 0.769568], [-6.801173, 5.690473, 0.919037], [0.962116, -1.022200, 0.928063], [-3.631325, -1.990270, -3.686561], [-3.538681, -3.048741, -4.742839], [-3.015670, -2.813717, -6.061034], [-2.953847, -3.866385, -6.978340], [-3.299015, -5.160332, -6.610938], [-3.901661, -5.399856, -5.332524], [-4.029869, -4.337426, -4.416646], [-3.806790, -2.526960, -2.686741], [-4.353742, -1.243802, -4.016453], [-2.566959, -1.876370, -6.372082], [-2.636918, -3.622979, -7.976762], [-3.233232, -5.971242, -7.344419], [-4.275394, -6.388680, -5.099583], [-4.433255, -4.511453, -3.447329]], "forces_ev_per_a": [[0.1, -0.9, 0.2], [0.3, -0.8, -2.4], [-1.3, 1.5, 0.1], [0.1, 0.9, -0.3], [0.6, 0.3, -1.0], [-0.8, 0.1, -0.6], [0.5, 0.8, 2.6], [-0.6, -1.1, 2.5], [0.1, -0.4, -1.3], [1.2, 0.6, -1.3], [0.4, 0.7, 0.1], [-1.6, -0.4, 3.0], [0.7, 0.3, 1.3], [-1.8, 0.2, -0.9], [0.7, 0.0, 0.3], [0.7, 0.4, -0.1], [0.1, -0.6, 0.8], [0.2, -0.2, -1.2], [0.8, -0.7, 0.7], [-0.7, -0.3, -0.1], [-0.1, 0.3, -0.2], [0.4, -0.4, -1.3], [-0.2, -0.8, -0.6], [0.5, -0.1, -0.2], [-1.6, 1.4, 0.7], [0.1, -0.9, -1.1], [1.3, -0.2, 0.2], [-0.7, -0.6, -0.4], [0.1, -0.2, -0.3], [0.6, 0.5, 0.3], [-0.5, -0.4, -3.7], [0.2, 1.1, 4.4], [-0.1, -0.7, 1.2], [-1.0, 0.6, 0.3], [1.6, 1.0, -0.7], [0.4, -0.1, -0.5], [0.2, 1.5, -1.5], [0.4, -1.6, -2.2], [0.6, 1.0, 3.2], [-0.2, 0.1, -0.6], [1.0, 1.5, 0.9], [-1.0, -1.4, -2.2], [-1.3, 0.6, 2.1], [1.1, -0.4, 0.5], [0.3, -0.1, 0.6], [0.6, 0.0, -0.4], [0.0, -0.4, -0.1], [0.4, -1.4, -1.2], [-1.6, 0.9, 0.1], [0.0, -0.1, -0.3], [0.2, 1.1, -0.8], [0.1, -0.4, -0.3], [0.5, -0.5, -0.1], [-1.2, -0.8, -0.2], [-0.5, -0.2, 1.2], [-0.3, -0.1, -0.1], [0.0, 0.0, 0.3], [-0.1, 0.1, 0.1], [-0.1, 0.2, -0.5], [0.6, -0.3, 0.2], [0.4, -0.7, -0.8], [-0.1, 0.4, -0.1], [0.0, 0.0, 0.1], [-0.9, 0.1, 0.0], [0.1, 0.6, 1.3], [-0.2, 0.0, 0.0], [0.2, 0.3, 0.1], [-0.1, -0.2, -0.3], [0.1, -0.4, -0.6], [0.7, 0.7, 0.1], [-0.6, 1.5, 0.0], [-0.1, -0.9, 0.3], [-0.6, -0.5, -0.5], [0.2, -0.2, 0.5], [0.3, 0.6, 1.5], [-0.2, -1.3, -1.9], [0.4, 1.1, -0.3], [0.6, 1.9, 1.7], [1.6, -0.2, -0.2], [-1.1, 1.0, -0.9], [0.2, -0.5, -0.4], [-1.4, 0.2, -0.4], [-0.8, -1.1, -0.7], [-0.1, -0.4, 0.6], [-0.2, 0.2, -0.5], [-0.2, 0.4, 0.1], [0.4, -0.1, -0.3], [-0.1, -0.5, 0.2], [0.3, -0.9, 0.5], [0.1, -0.2, 0.3], [0.2, 0.8, -1.0], [-0.6, 0.0, 0.2], [-0.3, -0.7, 0.1], [0.5, -0.4, 1.0], [-0.1, -0.2, 0.6], [0.6, 0.1, -0.2], [-0.1, 0.0, 0.5], [0.3, -0.5, 0.1], [0.8, -0.3, 0.0], [0.0, -0.7, 1.6], [0.7, -0.5, 0.5], [-0.2, 0.7, 0.0], [-0.5, -0.2, 0.0], [0.0, 0.6, -1.1], [-0.4, 0.9, 0.4], [0.1, 0.6, -1.0], [0.1, -0.5, -0.4], [0.3, 0.3, 0.1], [-0.3, -0.5, -0.6], [-1.1, 0.1, 0.5], [-0.1, 0.1, 0.5], [1.0, -1.5, 0.3], [-0.2, -1.2, -1.6], [-0.4, -0.9, 1.3], [-0.1, 0.2, 0.8], [-1.3, -0.3, 0.9], [0.7, 1.1, -1.1], [1.1, 0.2, -1.8], [-0.2, 1.4, -1.3], [0.1, 0.3, 0.5], [-0.3, 0.2, 0.3], [0.3, -0.2, -0.2], [0.0, 0.3, 0.4], [0.1, 0.0, 0.1], [-0.3, -0.1, 0.6]], "mulliken_charge": [1.02, -0.40, -0.60, -0.09, 0.01, 0.15, -0.81, -0.17, -0.30, -0.11, -0.27, -0.61, -0.45, -0.21, -0.07, 0.34, 0.39, 0.32, 0.31, 0.38, 0.35, 0.42, 0.31, 0.17, -0.46, 0.15, 0.20, -0.73, 0.04, 0.07, -0.17, 0.00, -1.06, 0.68, -1.02, -1.22, -0.74, 0.82, -0.80, -0.97, -0.72, -0.68, 0.05, 0.21, -0.01, -0.75, -0.25, -0.76, 0.06, 0.42, 0.31, 0.19, 0.34, 0.49, 0.01, 0.40, 0.35, 0.38, 0.89, 0.47, 0.28, 0.44, 0.23, 0.38, 0.30, 0.33, 0.40, 0.30, -1.05, -0.60, -0.46, 0.76, 0.00, -0.37, 0.09, 0.77, -0.59, -0.13, -0.95, -0.43, -0.58, -0.60, -0.07, 0.39, 0.28, 0.13, 0.45, 0.27, 0.62, -0.10, -0.06, 0.21, 0.69, 0.47, 0.37, 0.45, 0.36, -1.20, 0.72, -1.29, -1.27, 0.33, 0.37, 0.29, 0.30, 0.38, 0.36, 0.32, 0.32, 0.39, -0.44, -0.41, 0.69, -0.32, -0.53, -0.44, -0.59, -0.56, 0.25, 0.30, 0.34, 0.37, 0.38, 0.39, 0.32], "total_energy_ev": -208659.8454, "multiplicity": 2, "molar_mass_g_mol": 1239.1, "gap_ev": [4.2, 6.1], "homo_energy_ha": [-0.101, -0.171], "total_charge": -1}